# C27H63N9O9

A 9-piece molecular cluster, C27H63N9O9 overall (the ωB97M-V functional and the def2-TZVPD basis, the OMol25 dataset).

Computed properties:
HOMO energy (eV): -9.0
E_tot (eV): -60862.26780
Structure (SMILES): CNC(C)=O.CNC(C)=O.CNC(C)=O.CNC(C)=O.CNC(C)=O.CNC(C)=O.CNC(C)=O.CNC(C)=O.CNC(C)=O
Multiplicity: 1
E_LUMO (eV): 0.098

Geometry as XYZ:
```
108
Properties=species:S:1:pos:R:3:forces:R:3
C 16.846 26.822 12.201 0.4 -1.0 -0.7
C 17.587 26.558 10.899 -2.1 0.9 2.0
O 18.041 27.512 10.316 1.3 0.8 -1.1
N 17.676 25.320 10.436 1.3 -1.1 -1.3
C 16.983 24.094 10.772 -0.5 0.2 0.3
H 16.434 27.828 12.128 0.2 -0.2 0.4
H 17.626 26.673 12.948 -0.3 0.5 0.5
H 16.088 26.061 12.389 -0.1 0.2 0.1
H 18.155 25.377 9.549 0.0 -0.5 -0.2
H 17.395 23.217 10.273 0.2 0.3 -0.3
H 15.950 24.217 10.445 -0.2 -0.4 0.3
H 17.032 23.846 11.832 -0.2 0.3 0.0
C 19.093 20.002 11.869 -0.6 0.4 0.4
C 19.769 20.252 13.235 0.2 -2.1 -3.0
O 20.393 19.299 13.731 0.0 -0.2 0.8
N 19.762 21.428 13.778 0.5 -0.2 1.1
C 19.124 22.604 13.323 -1.5 0.5 -0.1
H 19.584 19.267 11.231 0.6 0.3 0.4
H 18.881 20.908 11.301 0.3 0.0 0.0
H 18.117 19.547 12.039 -0.2 0.0 0.4
H 20.160 21.381 14.705 0.4 0.8 0.6
H 19.292 23.393 14.057 0.4 0.2 -0.5
H 18.046 22.445 13.338 -0.3 0.1 -0.1
H 19.375 22.816 12.284 0.4 0.5 0.2
C 23.356 19.263 14.965 -0.2 0.3 -1.3
C 24.549 18.874 15.773 -0.6 -0.1 3.3
O 24.432 18.898 17.004 0.1 -0.2 -0.5
N 25.711 18.529 15.207 -0.6 -0.2 -2.2
C 26.913 18.017 15.817 -0.2 0.2 0.5
H 22.453 18.674 15.127 0.5 -0.2 0.5
H 23.518 19.190 13.889 0.1 0.2 -0.2
H 23.063 20.285 15.205 0.2 0.1 0.0
H 25.643 18.573 14.200 0.6 -0.2 0.1
H 26.777 17.977 16.897 0.0 0.5 -0.1
H 27.716 18.696 15.529 0.3 -0.3 0.3
H 27.139 16.984 15.551 -0.1 0.1 -0.5
C 22.883 21.933 12.314 0.6 -0.8 0.0
C 22.355 21.237 11.076 -0.5 2.4 -0.5
O 21.476 21.806 10.403 0.8 -1.5 0.5
N 22.953 20.077 10.727 -0.5 -0.5 0.2
C 22.563 19.348 9.551 0.1 -0.3 -0.6
H 22.119 21.891 13.090 0.2 0.0 0.1
H 23.185 22.971 12.170 -0.4 0.0 -0.4
H 23.793 21.407 12.602 -0.1 0.0 0.6
H 23.714 19.660 11.243 -0.3 0.6 0.3
H 23.002 18.351 9.597 0.3 0.1 -0.1
H 22.915 19.898 8.679 -0.1 -0.3 -0.3
H 21.496 19.156 9.432 -0.1 0.5 0.3
C 22.917 28.984 11.099 -0.1 0.3 -0.1
C 22.495 27.571 11.562 0.8 0.9 -0.4
O 23.260 26.886 12.186 1.7 -0.7 1.2
N 21.300 27.088 11.258 -1.7 -0.1 -0.9
C 20.835 25.749 11.628 -0.1 -0.2 0.4
H 22.668 29.296 10.085 -0.4 -0.5 -0.2
H 24.000 29.096 11.160 -0.1 -0.4 0.2
H 22.497 29.780 11.713 -0.2 -0.2 0.3
H 20.698 27.686 10.710 -0.3 -0.4 0.1
H 20.345 25.710 12.600 -0.4 0.5 0.1
H 21.606 24.997 11.798 0.6 0.5 -0.6
H 20.145 25.344 10.887 0.1 0.3 0.0
C 22.600 16.019 13.461 -0.3 0.3 0.3
C 21.157 15.518 13.286 1.0 -3.4 0.7
O 20.984 14.278 13.201 -0.3 2.3 -0.4
N 20.161 16.420 13.371 1.1 -0.2 0.4
C 18.781 16.054 13.341 -0.7 0.1 -1.0
H 23.315 15.242 13.730 -0.5 -0.5 -0.4
H 22.651 16.676 14.329 -0.1 0.5 -0.3
H 22.965 16.511 12.559 -0.1 0.2 0.1
H 20.443 17.291 13.799 -0.4 0.4 -0.5
H 18.497 15.692 12.353 0.2 -0.1 -0.2
H 18.215 16.982 13.427 -0.1 -0.2 0.5
H 18.449 15.252 14.000 0.3 0.3 0.5
C 14.986 20.279 10.605 -0.2 0.3 -1.5
C 15.455 20.393 12.000 -0.6 2.4 -0.9
O 15.694 21.496 12.437 0.5 1.5 1.1
N 15.628 19.301 12.663 0.3 -4.0 0.2
C 16.095 19.110 14.005 -0.4 0.6 0.7
H 15.843 19.964 10.011 -0.1 -0.3 -0.2
H 14.736 21.275 10.239 0.1 0.0 0.2
H 14.111 19.664 10.393 0.2 -0.4 0.3
H 15.484 18.478 12.095 -0.1 -0.2 0.4
H 15.241 18.932 14.658 0.0 0.0 0.2
H 16.557 20.041 14.335 0.3 -0.1 0.0
H 16.758 18.252 14.120 0.1 0.3 -0.3
C 14.798 24.190 14.724 -0.8 0.4 -0.2
C 16.134 24.315 15.368 -0.6 -0.6 -0.8
O 16.879 25.230 15.122 0.9 1.1 -0.1
N 16.462 23.367 16.241 1.4 -1.3 1.0
C 17.720 23.411 16.987 -1.0 0.0 1.0
H 14.042 24.160 15.508 -0.2 0.0 0.0
H 14.656 23.317 14.087 0.3 -0.1 0.0
H 14.653 25.093 14.130 -0.1 -0.1 0.0
H 15.984 22.491 16.396 -0.5 0.6 -0.6
H 17.514 22.654 17.745 0.7 -0.2 0.2
H 17.759 24.341 17.553 0.3 0.2 -0.3
H 18.663 23.209 16.480 -0.3 0.0 -0.3
C 20.155 20.833 18.733 0.2 -0.3 0.0
C 20.476 20.709 17.248 -0.1 0.9 -1.6
O 20.720 21.717 16.533 -0.4 -1.2 1.3
N 20.451 19.492 16.649 -0.4 0.5 1.3
C 20.155 18.238 17.302 -0.3 0.2 -0.2
H 20.708 20.101 19.322 0.6 0.2 0.0
H 19.144 20.565 19.040 -0.4 0.1 -0.7
H 20.326 21.857 19.064 0.2 -0.2 -0.1
H 20.547 19.449 15.644 0.1 0.3 -0.3
H 19.875 17.567 16.490 0.3 -0.4 0.3
H 19.274 18.307 17.941 0.0 0.1 0.2
H 21.006 17.892 17.888 0.0 -0.3 -0.1
```
Positions in Å, forces in eV/Å.

Atom charges from the Mulliken analysis, given in e for atoms 1 to 5: -0.63 0.48 -0.70 -0.01 -0.79

# C27H63N9O9

A 9-piece molecular cluster, C27H63N9O9 overall (the ωB97M-V functional and the def2-TZVPD basis, the OMol25 dataset).

Computed properties:
HOMO energy (alpha / beta) (eV): -10.9 / -10.9
E_tot (eV): -60850.48282
Multiplicity: 2
E_LUMO (alpha / beta) (eV): -2.803 / -8.360
Expectation value of S²: 0.775
Charge: +1

Geometry as XYZ:
```
108
Properties=species:S:1:pos:R:3:forces:R:3
C -1.605 4.632 2.559 1.3 1.3 -1.0
C -1.780 5.549 1.315 -1.7 -2.0 0.0
O -2.304 5.057 0.314 0.4 0.1 0.2
N -1.521 6.842 1.378 0.1 1.6 1.1
C -1.806 7.743 0.243 1.4 -0.8 0.6
H -0.969 5.073 3.327 -0.3 0.4 0.2
H -0.959 3.848 2.164 -0.7 -0.7 0.2
H -2.582 4.369 2.963 0.2 -0.4 -0.2
H -0.997 7.183 2.171 -0.3 0.1 -0.1
H -2.772 7.508 -0.205 0.3 0.0 0.0
H -0.938 7.501 -0.370 -0.6 0.5 -1.1
H -1.707 8.786 0.545 -0.3 -0.2 0.2
C -3.738 -0.818 -0.073 0.9 -0.4 -0.4
C -4.011 -1.779 1.092 -4.9 -0.3 -2.9
O -5.050 -2.529 0.982 3.1 1.4 0.8
N -3.241 -1.678 2.142 1.4 -1.0 2.5
C -3.531 -2.505 3.346 -1.3 0.5 -1.5
H -4.516 -0.168 -0.474 -0.7 -0.4 0.8
H -3.554 -1.492 -0.910 0.4 0.1 -0.3
H -2.900 -0.135 0.070 0.3 -0.4 0.2
H -2.250 -1.590 1.964 0.3 1.0 -0.3
H -3.590 -3.500 2.905 0.4 -0.6 1.2
H -4.552 -2.251 3.632 0.0 -0.1 0.1
H -2.910 -2.260 4.208 0.4 -0.4 -0.6
C -5.047 1.740 2.399 -1.4 0.0 0.4
C -4.294 1.659 3.712 0.2 3.9 0.2
O -4.237 2.632 4.510 -0.4 -2.1 -1.4
N -3.535 0.585 3.803 1.5 0.0 1.1
C -2.436 0.542 4.779 0.3 -1.2 -0.1
H -6.044 2.136 2.594 -0.1 0.0 0.2
H -5.215 0.755 1.965 0.2 0.0 -0.2
H -4.634 2.445 1.677 0.5 -0.2 0.2
H -3.475 0.017 2.970 0.2 0.0 0.3
H -1.564 0.087 4.310 -0.1 -0.4 -0.2
H -2.739 -0.091 5.614 0.1 0.1 0.2
H -2.011 1.459 5.187 -1.0 0.5 -0.4
C 3.419 1.984 7.334 0.4 -0.3 0.3
C 2.739 2.250 6.020 0.2 -2.7 -0.8
O 2.807 1.377 5.123 -0.4 1.8 0.8
N 1.952 3.326 5.931 0.2 0.9 -0.6
C 0.988 3.511 4.840 0.1 -0.1 1.8
H 3.858 0.986 7.332 -0.1 0.0 -0.4
H 2.676 1.966 8.132 0.1 0.4 0.2
H 4.257 2.649 7.541 -0.3 0.4 0.2
H 1.854 3.994 6.682 0.4 -0.4 0.1
H 0.225 2.788 5.130 -0.5 0.0 -1.1
H 1.393 3.379 3.836 0.0 0.0 0.3
H 0.606 4.508 5.056 -0.2 0.0 -0.7
C 0.806 1.059 1.847 0.9 -0.8 -0.5
C 0.333 -0.173 0.980 -1.7 1.4 1.8
O -0.798 -0.658 1.248 2.0 -0.1 -0.7
N 1.140 -0.599 -0.022 -1.3 -0.7 1.7
C 0.591 -1.640 -0.914 0.3 1.7 -0.7
H 0.131 1.427 2.620 -0.6 -0.4 -0.6
H 1.174 1.897 1.255 -0.3 0.0 -0.4
H 1.695 0.798 2.421 0.2 -0.4 0.0
H 1.700 0.165 -0.374 0.9 -0.5 -0.2
H -0.116 -1.017 -1.462 -0.4 -0.8 -0.9
H 0.032 -2.472 -0.484 0.4 0.4 0.7
H 1.399 -2.023 -1.537 -0.1 0.0 -0.1
C 2.791 1.581 -2.608 0.0 -0.7 0.0
C 3.087 2.013 -1.197 1.0 -1.2 1.0
O 3.496 1.212 -0.345 -0.5 0.7 -0.7
N 2.889 3.304 -0.942 0.8 2.3 1.8
C 3.356 4.093 0.291 -1.4 0.2 -0.1
H 3.422 2.113 -3.320 -0.4 0.2 -0.1
H 1.722 1.659 -2.806 0.0 0.4 -0.3
H 3.048 0.525 -2.694 0.0 0.0 0.1
H 2.518 3.877 -1.687 0.2 0.0 0.1
H 2.641 4.902 0.447 -0.3 0.0 -0.5
H 4.307 4.626 0.294 0.3 -0.6 -1.0
H 3.309 3.622 1.273 0.0 -1.1 -0.6
C -0.128 -0.569 -4.872 1.4 2.3 1.4
C 0.176 -1.718 -5.713 -1.4 0.4 -0.8
O -0.471 -2.705 -5.567 -1.5 -3.5 0.5
N 1.188 -1.612 -6.552 2.3 -0.1 -1.8
C 1.723 -2.690 -7.478 -0.8 1.3 -0.2
H 0.565 0.237 -5.113 0.2 0.2 0.4
H 0.154 -0.993 -3.909 0.2 0.5 0.4
H -1.063 -0.039 -4.690 -0.6 -1.0 -0.8
H 1.330 -0.640 -6.788 0.8 -0.3 -0.3
H 1.121 -2.692 -8.387 -0.5 -0.5 0.3
H 1.796 -3.682 -7.032 -0.4 0.3 0.2
H 2.687 -2.444 -7.923 0.3 0.4 0.8
C 2.704 -4.324 -3.645 -2.0 0.4 0.0
C 4.167 -4.469 -3.726 0.6 -2.0 2.4
O 4.787 -4.886 -2.740 -0.2 1.0 -0.9
N 4.660 -4.342 -4.940 0.9 0.7 -1.9
C 6.027 -4.650 -5.320 0.7 -1.4 0.0
H 2.286 -3.355 -3.917 0.5 0.8 0.8
H 2.410 -4.678 -2.657 -0.3 0.3 -0.2
H 2.123 -4.829 -4.417 0.4 -1.1 0.0
H 3.929 -4.405 -5.634 0.5 0.3 -0.3
H 6.735 -4.695 -4.492 -0.5 0.9 0.4
H 6.446 -4.070 -6.141 -0.4 0.4 0.2
H 6.122 -5.694 -5.617 -0.4 -0.2 -0.5
C -1.448 -3.993 -3.075 1.4 -0.7 -0.6
C -1.375 -4.867 -1.837 0.9 0.3 -1.2
O -0.438 -5.539 -1.465 0.6 -0.2 -0.1
N -2.452 -4.850 -1.015 -2.7 1.6 0.9
C -2.679 -5.293 0.299 1.4 -0.7 1.1
H -1.304 -2.927 -2.900 -0.3 0.0 0.4
H -2.239 -4.141 -3.811 -0.5 -0.1 0.6
H -0.570 -4.290 -3.648 0.1 0.1 0.0
H -3.156 -4.197 -1.330 -0.7 0.2 -0.3
H -3.302 -6.188 0.320 -0.1 -0.4 -0.3
H -3.233 -4.605 0.937 -0.2 0.6 -0.5
H -1.713 -5.525 0.749 -0.1 -0.3 0.0
```
Positions in Å, forces in eV/Å.

Atom charges from the Mulliken analysis, given in e for atoms 1 to 5: -0.17 0.55 -0.69 -0.23 -0.80

Relative energy (zero: lowest compared OMol25 entry of this formula, charge and spin): 234.14 329.45 (kJ/mol)
Strongest force on any atom: 4.00 5.68 (eV Å⁻¹)